9
Properties=species:S:1:pos:R:3:lowdin_charge:R:1 method="wB97M-V/def2-TZVPD" molar_mass_g_mol=46.1 smiles=CCO e_tot_ha=-154.99241 multiplicity=1 de_lowest_ev=0.909 e_lumo_ev=1.05 largest_force_ha_per_bohr=0.081 orbital_gap_ha=0.420 homo_ev=-10.39
C -0.015 -0.450 0.251 -0.24
O -1.408 -0.952 -0.322 -0.14
C 0.451 0.997 0.030 -0.10
H 0.764 -1.167 -0.131 0.11
H -0.225 -0.688 1.360 0.12
H -1.027 -1.524 -0.979 0.03
H 0.006 1.175 -0.993 0.09
H 1.499 0.948 0.002 0.04
H -0.045 1.661 0.782 0.09

***

10
Properties=species:S:1:pos:R:3:lowdin_charge:R:1 method="wB97M-V/def2-TZVPD" molar_mass_g_mol=62.1 smiles="C=O.CO" e_tot_ha=-230.22819 multiplicity=1 de_lowest_ev=1.427 e_lumo_ev=0.68 largest_force_ha_per_bohr=0.011 orbital_gap_ha=0.386 homo_ev=-9.82
C -1.712 0.055 -0.612 -0.14
O -0.605 0.615 0.102 -0.14
H -2.659 0.522 -0.342 0.08
H -1.739 -1.007 -0.382 0.08
H -1.540 0.179 -1.683 0.08
H -0.845 1.495 0.400 0.07
O 3.376 -0.892 0.517 -0.01
C 2.263 -0.455 0.643 -0.15
H 2.064 0.619 0.792 0.07
H 1.398 -1.132 0.564 0.07

***

10
Properties=species:S:1:pos:R:3:lowdin_charge:R:1 method="wB97M-V/def2-TZVPD" molar_mass_g_mol=62.1 smiles=OCCO e_tot_ha=-230.10924 multiplicity=1 de_lowest_ev=4.663 e_lumo_ev=0.90 largest_force_ha_per_bohr=0.075 orbital_gap_ha=0.332 homo_ev=-8.14
O -1.279 1.265 -0.284 -0.06
C -0.859 -0.088 -0.067 -0.16
C 0.798 -0.873 0.333 -0.10
O 1.022 0.470 -0.263 -0.20
H -1.049 1.578 -1.176 0.10
H -1.332 -0.324 0.857 0.08
H -1.045 -0.677 -0.946 0.10
H 1.249 -0.899 1.353 0.08
H 1.462 -1.551 -0.270 0.09
H 1.033 1.098 0.462 0.08

***

11
Properties=species:S:1:pos:R:3:lowdin_charge:R:1 method="wB97M-V/def2-TZVPD" molar_mass_g_mol=93.0 smiles="CC[P@H](=O)[O-]" e_tot_ha=-571.73171 multiplicity=1 de_lowest_ev=0.000 e_lumo_ev=4.42 largest_force_ha_per_bohr=0.072 orbital_gap_ha=0.325 charge=-1 homo_ev=-4.42
C 0.324 1.166 -0.473 -0.23
C 0.396 -0.336 -0.607 -0.39
O 0.013 -0.364 1.971 -0.43
O -0.903 -2.417 0.787 -0.46
P -0.612 -0.960 0.812 0.21
H 1.114 1.697 -1.098 0.06
H -0.681 1.576 -0.512 0.03
H 0.642 1.276 0.667 0.08
H 1.398 -0.726 -0.466 0.07
H 0.096 -0.750 -1.529 0.04
H -1.785 -0.164 0.449 0.01

***

12
Properties=species:S:1:pos:R:3:lowdin_charge:R:1 method="wB97M-V/def2-TZVPD" molar_mass_g_mol=125.1 e_tot_ha=-969.82396 multiplicity=1 de_lowest_ev=3.755 e_lumo_ev=4.04 largest_force_ha_per_bohr=0.093 orbital_gap_ha=0.267 charge=-1 homo_ev=-3.21
C 1.341 0.808 0.502 -0.39
C -0.381 -0.631 -1.092 -0.62
O -2.175 -1.042 0.737 -0.62
O -1.586 1.319 0.375 -0.64
P 1.007 -0.936 0.088 0.72
S -2.041 0.016 -0.295 0.57
H 1.587 1.338 -0.312 -0.03
H 2.201 0.849 1.130 -0.01
H 0.445 1.230 1.094 0.05
H -0.869 -1.641 -1.520 0.05
H 0.153 -0.049 -1.920 0.03
H 0.319 -1.260 1.213 -0.11

***

11
Properties=species:S:1:pos:R:3:lowdin_charge:R:1 method="wB97M-V/def2-TZVPD" molar_mass_g_mol=94.1 smiles="C=[S@H](=O)OC" e_tot_ha=-628.29392 multiplicity=1 de_lowest_ev=4.773 e_lumo_ev=0.30 largest_force_ha_per_bohr=0.066 orbital_gap_ha=0.343 homo_ev=-9.04
C -1.300 1.025 1.594 -0.19
C 1.134 -1.183 -1.033 -0.12
O -1.265 -0.038 -0.771 -0.43
O 1.148 0.115 -0.431 -0.40
S -0.362 0.720 0.081 0.83
H -0.594 1.506 2.310 0.00
H -1.719 0.092 1.968 -0.01
H 0.204 -1.183 -1.557 0.04
H 1.041 -1.890 -0.188 0.10
H 2.033 -1.185 -1.698 0.11
H -0.319 2.021 -0.273 0.07

***

11
Properties=species:S:1:pos:R:3:lowdin_charge:R:1 method="wB97M-V/def2-TZVPD" molar_mass_g_mol=78.1 e_tot_ha=-305.25640 multiplicity=1 de_lowest_ev=8.058 e_lumo_ev=0.28 largest_force_ha_per_bohr=0.115 orbital_gap_ha=0.305 homo_ev=-8.01
C 0.541 0.148 0.279 -0.81
C -1.342 -0.139 -0.363 0.07
O -0.386 -0.379 1.088 0.00
O 0.702 1.502 0.132 0.13
O 1.262 -0.649 -0.504 -0.09
H 1.032 1.643 -0.766 0.13
H 1.725 -1.222 0.531 0.22
H 1.274 -0.518 1.368 0.10
H -1.875 -1.080 -0.300 0.08
H -1.042 -0.054 -1.406 0.08
H -1.890 0.748 -0.058 0.08

***

12
Properties=species:S:1:pos:R:3:lowdin_charge:R:1 method="wB97M-V/def2-TZVPD" molar_mass_g_mol=109.0 smiles="C[C@@H](O)[P@H](=O)[O-]" e_tot_ha=-646.95942 multiplicity=1 de_lowest_ev=1.311 e_lumo_ev=4.20 largest_force_ha_per_bohr=0.095 orbital_gap_ha=0.322 charge=-1 homo_ev=-4.57
C 1.376 0.413 0.269 -0.13
C 0.235 -0.288 -0.515 -0.56
O -2.189 -0.934 0.566 -0.43
O -1.991 1.282 -0.571 -0.40
O 0.358 -1.670 -0.541 -0.11
P -1.362 0.275 0.217 0.28
H 0.847 1.295 0.730 0.01
H 1.638 -0.195 1.152 0.08
H 2.158 0.676 -0.459 0.06
H 0.103 0.099 -1.523 0.09
H -0.558 -1.982 -0.712 0.08
H -0.615 1.027 1.387 0.02

***

12
Properties=species:S:1:pos:R:3:lowdin_charge:R:1 method="wB97M-V/def2-TZVPD" molar_mass_g_mol=94.1 smiles=OCOC(O)O e_tot_ha=-380.74526 multiplicity=1 de_lowest_ev=0.821 e_lumo_ev=0.66 largest_force_ha_per_bohr=0.041 orbital_gap_ha=0.414 homo_ev=-10.60
C 0.612 0.886 0.041 -0.50
C -0.699 -1.106 -0.588 -0.31
O 0.202 -0.529 0.320 -0.08
O 0.300 1.690 1.097 0.07
O 1.948 0.734 -0.181 0.03
O -1.959 -0.522 -0.552 -0.01
H 0.729 1.351 1.895 0.12
H 2.133 -0.069 0.406 0.15
H -2.285 -0.527 0.358 0.10
H 0.097 1.255 -0.850 0.17
H -0.731 -2.173 -0.325 0.13
H -0.348 -0.992 -1.621 0.14

***

14
Properties=species:S:1:pos:R:3:lowdin_charge:R:1 method="wB97M-V/def2-TZVPD" molar_mass_g_mol=157.1 smiles="C[P@@](=O)([O-])S(C)(=O)=O" e_tot_ha=-1120.41185 multiplicity=1 de_lowest_ev=0.133 e_lumo_ev=3.77 largest_force_ha_per_bohr=0.095 orbital_gap_ha=0.322 charge=-1 homo_ev=-4.99
C -1.484 0.844 -1.442 -0.20
C 1.594 -0.156 1.617 -0.14
O -1.367 0.470 1.290 -0.38
O -1.983 -1.579 -0.210 -0.38
O 1.305 -1.978 -0.401 -0.45
O 1.491 0.482 -1.051 -0.52
P -1.385 -0.246 0.024 0.24
S 0.853 -0.616 -0.121 0.66
H -0.899 0.391 -2.259 0.04
H -2.564 1.018 -1.692 0.06
H -0.793 1.626 -1.287 0.00
H 2.440 0.385 1.407 -0.01
H 0.836 0.446 2.108 0.02
H 1.957 -1.087 2.019 0.03

***

11
Properties=species:S:1:pos:R:3:lowdin_charge:R:1 method="wB97M-V/def2-TZVPD" molar_mass_g_mol=108.0 e_tot_ha=-837.56580 multiplicity=1 de_lowest_ev=3.481 e_lumo_ev="-0.90 / -1.04" largest_force_ha_per_bohr=0.062 orbital_gap_ha="0.260 / 0.287" homo_ev="-7.98 / -8.84"
C -0.260 -1.712 2.762 -0.53
C -0.278 1.646 -1.474 -0.21
O -0.517 1.257 -0.162 -0.67
P -1.202 -0.852 1.766 0.58
P 0.370 0.179 0.741 0.62
H -0.693 -2.457 3.474 0.01
H 0.756 -1.763 2.971 -0.04
H -1.010 2.409 -1.563 0.08
H -0.580 0.792 -2.095 0.05
H 0.768 1.737 -1.587 0.06
H 0.557 -1.131 -1.480 0.05

***

10
Properties=species:S:1:pos:R:3:lowdin_charge:R:1 method="wB97M-V/def2-TZVPD" molar_mass_g_mol=78.1 smiles=OCCS e_tot_ha=-553.18149 multiplicity=1 de_lowest_ev=0.597 e_lumo_ev=0.65 largest_force_ha_per_bohr=0.056 orbital_gap_ha=0.378 homo_ev=-9.65
C -0.337 0.657 0.250 -0.46
C 0.932 0.202 -0.375 -0.41
H -1.915 -1.461 0.815 -0.07
H -0.358 0.816 1.352 0.09
H -0.594 1.594 -0.307 0.08
H 0.810 0.219 -1.401 0.09
H 1.748 0.832 -0.103 0.12
H 0.349 -1.409 -0.021 0.04
O 1.269 -1.061 0.023 -0.07
S -1.903 -0.389 -0.234 0.60

***

10
Properties=species:S:1:pos:R:3:lowdin_charge:R:1 method="wB97M-V/def2-TZVPD" molar_mass_g_mol=78.1 smiles="C=CO.S" e_tot_ha=-553.17233 multiplicity=1 de_lowest_ev=0.846 e_lumo_ev=0.70 largest_force_ha_per_bohr=0.033 orbital_gap_ha=0.365 homo_ev=-9.23
S -2.838 -0.153 0.563 0.48
H -1.504 -0.203 0.534 -0.26
H -2.923 0.248 -0.704 -0.23
C 1.355 1.111 -0.422 -0.02
C 2.218 0.141 -0.758 -0.28
O 2.672 -0.901 0.006 0.00
H 0.829 1.539 -1.266 0.05
H 1.182 1.562 0.554 0.06
H 2.523 -0.045 -1.788 0.11
H 2.316 -0.644 0.867 0.09

***

10
Properties=species:S:1:pos:R:3:lowdin_charge:R:1 method="wB97M-V/def2-TZVPD" molar_mass_g_mol=78.1 smiles="C=CO.S" e_tot_ha=-553.17409 multiplicity=1 de_lowest_ev=0.798 e_lumo_ev=0.58 largest_force_ha_per_bohr=0.047 orbital_gap_ha=0.359 homo_ev=-9.19
S -1.329 -1.571 -1.724 0.55
H -2.300 -0.887 -2.369 -0.19
H -2.126 -2.399 -1.085 -0.22
C 0.804 1.553 1.290 0.02
C 0.914 0.589 0.362 -0.32
O 0.895 -0.726 0.659 -0.05
H 0.865 2.591 1.027 0.05
H 0.632 1.191 2.287 0.05
H 1.396 0.879 -0.592 0.11
H 0.250 -1.221 0.145 -0.01

***

10
Properties=species:S:1:pos:R:3:lowdin_charge:R:1 method="wB97M-V/def2-TZVPD" molar_mass_g_mol=78.1 smiles="C=CO.S" e_tot_ha=-553.17987 multiplicity=1 de_lowest_ev=0.641 e_lumo_ev=0.82 largest_force_ha_per_bohr=0.039 orbital_gap_ha=0.369 homo_ev=-9.22
S -0.270 -2.959 0.786 0.47
H 0.244 -1.814 1.220 -0.25
H 0.722 -3.657 1.352 -0.23
C 0.310 1.568 0.406 -0.01
C 0.003 1.199 -0.821 -0.27
O -1.254 0.660 -1.051 -0.03
H 1.297 1.983 0.582 0.05
H -0.228 1.202 1.267 0.06
H 0.533 1.337 -1.751 0.11
H -1.356 0.481 -1.989 0.09

***

10
Properties=species:S:1:pos:R:3:lowdin_charge:R:1 method="wB97M-V/def2-TZVPD" molar_mass_g_mol=78.1 smiles="C=O.CS" e_tot_ha=-553.11850 multiplicity=1 de_lowest_ev=2.311 e_lumo_ev=0.43 largest_force_ha_per_bohr=0.078 orbital_gap_ha=0.336 homo_ev=-8.72
C -0.979 0.666 -0.443 -0.38
S -2.121 2.300 -0.432 0.48
H -1.226 -0.109 -1.199 0.04
H 0.019 1.063 -0.475 -0.01
H -1.158 0.408 0.650 0.03
H -3.123 2.804 0.389 -0.18
O 1.149 -1.282 -0.022 -0.01
C 2.114 -1.865 0.399 -0.12
H 2.699 -2.643 -0.088 0.08
H 2.625 -1.341 1.223 0.08

***

11
Properties=species:S:1:pos:R:3:lowdin_charge:R:1 method="wB97M-V/def2-TZVPD" molar_mass_g_mol=110.2 smiles="C=O.CSS" e_tot_ha=-951.34853 multiplicity=1 de_lowest_ev=1.184 e_lumo_ev=0.45 largest_force_ha_per_bohr=0.070 orbital_gap_ha=0.325 homo_ev=-8.38
O 2.114 -0.047 0.436 -0.05
C 1.567 0.720 1.252 -0.16
H 1.720 0.724 2.356 0.09
H 1.117 1.656 0.982 0.03
C -0.527 -0.353 -1.641 -0.39
S -1.244 0.681 -0.236 0.30
S -2.081 -0.460 1.265 0.27
H -1.464 -0.665 -2.218 0.04
H 0.014 0.401 -2.253 0.05
H -0.090 -1.228 -1.195 0.01
H -1.125 -1.430 1.251 -0.19

***

11
Properties=species:S:1:pos:R:3:lowdin_charge:R:1 method="wB97M-V/def2-TZVPD" molar_mass_g_mol=110.2 smiles="C=CO.SS" e_tot_ha=-951.34169 multiplicity=1 de_lowest_ev=1.371 e_lumo_ev=0.28 largest_force_ha_per_bohr=0.067 orbital_gap_ha=0.348 homo_ev=-9.18
S 2.777 -1.169 -0.419 0.19
S 2.048 -3.081 0.136 0.22
H 3.720 -1.189 0.614 -0.18
H 2.505 -3.688 -0.956 -0.23
C -2.281 0.807 0.711 0.03
C -1.258 1.067 -0.173 -0.23
O -0.302 2.082 0.053 -0.07
H -3.002 0.123 0.366 0.02
H -2.550 1.354 1.590 0.05
H -1.322 0.938 -1.296 0.12
H -0.334 2.755 -0.627 0.08

***

11
Properties=species:S:1:pos:R:3:lowdin_charge:R:1 method="wB97M-V/def2-TZVPD" molar_mass_g_mol=110.2 smiles="C=CO.SS" e_tot_ha=-951.36305 multiplicity=1 de_lowest_ev=0.789 e_lumo_ev=0.31 largest_force_ha_per_bohr=0.017 orbital_gap_ha=0.344 homo_ev=-9.06
S -1.219 -2.248 2.450 0.24
S -1.424 -2.196 0.398 0.21
H -0.240 -1.344 2.466 -0.23
H -2.747 -1.853 0.419 -0.19
C 0.289 1.045 0.022 -0.01
C 0.841 1.449 -1.110 -0.27
O 2.079 0.947 -1.472 -0.03
H -0.674 1.390 0.375 0.06
H 0.710 0.231 0.595 0.04
H 0.377 2.094 -1.847 0.10
H 2.008 0.483 -2.297 0.08

***

11
Properties=species:S:1:pos:R:3:lowdin_charge:R:1 method="wB97M-V/def2-TZVPD" molar_mass_g_mol=110.2 smiles="C=O.CSS" e_tot_ha=-951.36833 multiplicity=1 de_lowest_ev=0.646 e_lumo_ev=0.47 largest_force_ha_per_bohr=0.023 orbital_gap_ha=0.341 homo_ev=-8.80
O -6.694 0.522 0.622 0.01
C -5.699 1.116 0.896 -0.16
H -4.909 0.717 1.550 0.08
H -5.504 2.131 0.525 0.08
C 3.941 -0.270 0.010 -0.47
S 3.698 -1.114 -1.589 0.33
S 1.708 -0.929 -2.030 0.27
H 3.232 0.501 0.298 0.04
H 4.979 0.055 -0.040 0.02
H 3.959 -1.073 0.743 0.02
H 1.290 -1.657 -0.984 -0.20